ORCA calculation (ωB97M-V/def2-TZVPD) on a molecular structure, C2H10NO4 at a distorted geometry.

maximum force = 6.04 eV/A
LUMO level = -0.3631 hartree
energy = -11896.92455 eV
E_HOMO = -13.93 eV
energy relative to the best compared isomer or geometry (same formula, charge and spin) = 315.3 kcal per mole
M = 112.105 g mol⁻¹

The geometry in ORCA input format:
```
! wB97M-V def2-TZVPD RIJCOSX def2/J DEFGRID3
* xyz 1 1
O -0.882 2.030 -0.145
C -1.507 1.152 -0.860
O 1.484 2.123 1.774
C -2.214 -0.123 -0.383
N -1.499 -0.782 0.705
H 1.925 1.542 1.085
H -1.874 1.413 -1.852
H -2.990 -0.603 -0.994
H -1.983 -1.074 1.512
H 0.096 0.392 -0.737
H -0.814 -1.492 0.256
H 1.800 -1.294 -0.176
H 3.317 -0.327 -0.326
O 2.411 -0.371 -0.141
H 0.718 2.609 1.315
H 1.133 -2.981 -0.785
O 0.880 -2.214 -0.246
*
```